1.
{
  "formula": "C3H6N2S",
  "method": "ωB97M-V/def2-TZVPD",
  "species": ["C", "C", "C", "H", "H", "H", "H", "H", "H", "N", "N", "S"],
  "xyz": [[0.8907, 0.2811, 0.4931], [-1.4760, 0.3858, 0.4809], [-1.1021, -0.5804, -0.6116], [2.7949, -0.0210, -0.0870], [1.9006, -1.1497, -0.6387], [-1.5078, 1.5333, 0.1618], [-2.3925, 0.4471, 1.2019], [-1.4124, -1.6329, -0.6603], [-0.5040, -0.3725, -1.5696], [1.7271, -0.1729, -0.6467], [-0.2963, -0.5298, 0.8039], [1.3779, 1.8118, 1.0723]],
  "mulliken_charge": [0.151, -0.297, -0.294, 0.332, 0.273, 0.194, 0.234, 0.231, 0.261, -0.544, -0.282, -0.260],
  "total_charge": 0,
  "e_lumo_ev": 0.06,
  "relative_energy_kj_mol": 427.2,
  "homo_lumo_gap_ha": 0.319,
  "smiles": "NC(=S)N1CC1"
}



2.
{
  "formula": "C26H41Cl17N4O5",
  "method": "ωB97M-V/def2-TZVPD",
  "species": ["C", "C", "O", "O", "C", "C", "C", "C", "C", "Cl", "C", "C", "C", "N", "N", "N", "C", "C", "C", "C", "C", "C", "O", "C", "O", "N", "C", "O", "H", "H", "H", "H", "H", "H", "H", "H", "H", "H", "H", "H", "H", "H", "H", "H", "H", "H", "H", "H", "H", "H", "H", "H", "H", "C", "Cl", "Cl", "H", "H", "C", "Cl", "Cl", "H", "H", "C", "Cl", "Cl", "H", "H", "C", "Cl", "Cl", "H", "H", "C", "Cl", "Cl", "H", "H", "C", "Cl", "Cl", "H", "H", "C", "Cl", "Cl", "H", "H", "C", "Cl", "Cl", "H", "H"],
  "xyz": [[4.7170, -1.9060, -0.4274], [4.0299, -0.4922, -0.1697], [4.7305, 0.4067, 0.3765], [2.6797, -0.1587, -0.4642], [2.2359, -0.7268, -1.7247], [0.6195, -0.5108, -1.8267], [-0.0052, -1.7093, -0.9056], [-1.4561, -1.4008, -0.3150], [-2.6975, -2.1761, -0.8385], [-2.4777, -3.4514, -2.1497], [-4.1321, -1.8959, -0.2693], [-5.4183, -2.6660, -0.8397], [-6.1086, -1.6687, -1.9395], [-5.0936, -0.9127, -2.7337], [-7.0030, -0.6494, -1.3075], [-6.9198, -2.4630, -2.9362], [-4.3198, -0.8633, 0.8596], [-3.0871, -0.0819, 1.3894], [-1.6873, -0.3279, 0.8012], [-0.4869, 0.5756, 1.3995], [-0.6329, 2.0847, 0.8402], [0.7412, 2.6300, 0.1482], [-1.6660, 2.2018, -0.1985], [-3.6150, 0.8995, 2.5178], [-2.9629, 1.6911, 3.2346], [-5.0630, 0.7106, 2.5429], [-5.5945, -0.3643, 1.6601], [-6.7901, -0.7087, 1.6478], [5.5548, -2.1445, 0.3084], [5.1193, -2.0483, -1.4867], [3.9037, -2.7164, -0.2940], [2.7383, -0.2725, -2.6557], [2.3865, -1.8688, -1.7983], [0.3594, -0.6726, -2.9382], [0.2878, 0.5262, -1.4923], [0.7100, -1.7792, -0.0034], [0.0705, -2.6756, -1.5019], [-5.1520, -3.6176, -1.4189], [-6.1079, -2.8592, 0.0501], [-4.7652, -0.0651, -2.2452], [-4.2833, -1.4968, -2.9832], [-7.5450, -0.2640, -2.1071], [-6.4634, 0.1641, -0.9640], [-7.2400, -1.7776, -3.6457], [-6.2306, -3.1120, -3.3526], [-0.5969, 0.5216, 2.5443], [0.4905, 0.0952, 1.0650], [-0.9449, 2.8021, 1.6815], [0.9896, 3.6866, 0.5097], [1.5707, 1.8982, 0.4282], [0.5543, 2.6942, -0.9852], [-1.7953, 3.1588, -0.4103], [-5.5253, 0.7018, 3.4647], [-0.6995, 2.4575, 5.9427], [-0.6040, 3.6579, 7.2380], [0.2857, 2.9342, 4.5558], [-0.3408, 1.5012, 6.3199], [-1.7366, 2.3628, 5.6233], [-1.8893, 6.8233, 6.2170], [-2.1543, 6.9753, 4.4757], [-1.3105, 8.3434, 6.9103], [-2.8289, 6.5512, 6.6954], [-1.1462, 6.0472, 6.3953], [5.7953, -5.6041, -0.1553], [4.2359, -5.2888, 0.6150], [6.0653, -4.5270, -1.5337], [6.5875, -5.4486, 0.5749], [5.8131, -6.6351, -0.5049], [-2.1295, 1.4467, -4.1016], [-1.6635, 0.4096, -5.4546], [-2.7871, 0.4932, -2.7738], [-1.2513, 1.9842, -3.7472], [-2.8820, 2.1545, -4.4416], [2.7065, 2.4527, -4.4319], [2.9527, 1.8781, -2.7771], [1.0417, 2.1868, -4.9415], [2.9288, 3.5179, -4.4757], [3.3728, 1.9095, -5.1004], [6.5915, -2.0366, 3.1992], [7.0749, -3.0850, 1.8594], [5.8768, -2.9721, 4.5178], [7.4700, -1.5129, 3.5724], [5.8582, -1.3164, 2.8376], [-1.3539, 5.2398, -6.5359], [0.0979, 6.0297, -5.9098], [-2.3536, 4.6051, -5.2230], [-1.9346, 5.9654, -7.1032], [-1.0572, 4.4164, -7.1838], [8.9546, -5.6522, 4.2282], [7.6407, -6.0109, 3.1021], [10.1979, -6.9076, 4.1826], [9.4043, -4.6988, 3.9541], [8.5487, -5.5926, 5.2367]],
  "mulliken_charge": [0.093, 0.415, -0.617, 0.080, -1.209, 0.626, -0.669, -0.121, 0.148, -0.197, 0.583, -1.234, 0.217, -0.489, -0.532, -0.715, -0.234, 0.304, 0.397, -0.771, -0.015, -0.594, -0.399, 0.041, -0.519, -0.124, 0.108, -0.518, -0.451, 0.325, 0.208, 0.536, 0.329, 0.188, -0.426, 0.254, 0.474, 0.327, 0.315, 0.284, 0.240, 0.325, 0.255, 0.361, 0.298, 0.389, 0.049, 0.615, 0.314, 0.024, 0.133, 0.263, 0.311, -0.200, -0.179, -0.124, 0.351, 0.160, 0.097, -0.158, -0.169, 0.277, -0.060, 0.025, -0.119, -0.144, -0.114, 0.369, -0.258, -0.173, -0.031, 0.082, 0.287, -0.496, -0.023, -0.075, 0.338, 0.319, -0.187, -0.171, -0.162, 0.317, 0.186, -0.289, -0.146, -0.106, 0.352, 0.214, -0.247, -0.101, -0.166, 0.220, 0.309],
  "total_charge": 0,
  "e_lumo_ev": -0.96,
  "homo_lumo_gap_ha": 0.290,
  "smiles": "CC(=O)OCCCc1c(Cl)c(CC(N)(N)N)c2c(c1C[C@@H](C)O)C(=O)NC2=O.ClCCl.ClCCl.ClCCl.ClCCl.ClCCl.ClCCl.ClCCl.ClCCl"
}



3.
{
  "formula": "C9H18Cl18",
  "method": "ωB97M-V/def2-TZVPD",
  "species": ["C", "Cl", "Cl", "H", "H", "C", "Cl", "Cl", "H", "H", "C", "Cl", "Cl", "H", "H", "C", "Cl", "Cl", "H", "H", "C", "Cl", "Cl", "H", "H", "C", "Cl", "Cl", "H", "H", "C", "Cl", "Cl", "H", "H", "C", "Cl", "Cl", "H", "H", "C", "Cl", "Cl", "H", "H"],
  "xyz": [[-4.9343, 0.3007, -0.0091], [-3.3424, 1.0361, 0.2645], [-5.6087, 0.7505, -1.5789], [-4.8167, -0.7752, -0.0033], [-5.5897, 0.6336, 0.7853], [-0.4184, 1.6865, -4.0530], [1.0223, 1.1880, -4.9970], [-1.7130, 0.5101, -4.1378], [-0.1036, 1.8679, -3.0330], [-0.7457, 2.6045, -4.5257], [2.0598, -0.3191, 4.9413], [1.2141, -1.7210, 5.5698], [2.0632, -0.2896, 3.1854], [1.5991, 0.5995, 5.2862], [3.0864, -0.3612, 5.2885], [-2.4804, -3.0925, 2.5269], [-1.0000, -2.1731, 2.2132], [-3.9224, -2.1044, 2.2816], [-2.5067, -3.9226, 1.8329], [-2.4520, -3.4303, 3.5547], [3.8058, -0.9874, -4.0330], [3.4481, -2.2345, -5.2561], [4.4872, -1.6772, -2.5536], [4.5381, -0.3107, -4.4518], [2.8715, -0.4962, -3.8010], [-1.2330, 1.2568, 3.3879], [-0.8902, 1.3541, 5.1114], [-1.2244, 2.8468, 2.6067], [-0.4584, 0.6565, 2.9221], [-2.1987, 0.7937, 3.2217], [3.4600, 4.3225, -0.9157], [3.4114, 3.0570, -2.1494], [3.4531, 5.9422, -1.6300], [2.5858, 4.2153, -0.2879], [4.3824, 4.2073, -0.3628], [0.4949, 0.2289, -0.0345], [1.0613, -0.4108, -1.5892], [1.1308, 1.8407, 0.2837], [-0.5839, 0.3007, -0.0902], [0.8415, -0.4513, 0.7302], [-0.8331, -3.4769, -1.3779], [-1.2967, -4.9192, -0.4716], [-2.0036, -2.1754, -1.2098], [0.1221, -3.1161, -1.0191], [-0.7833, -3.7553, -2.4227]],
  "mulliken_charge": [-0.310, -0.040, -0.164, 0.119, 0.382, -0.110, -0.156, -0.121, 0.025, 0.357, -0.342, -0.129, -0.064, 0.210, 0.356, -0.385, 0.041, -0.138, 0.149, 0.376, 0.396, -0.170, -0.158, 0.285, -0.375, 0.573, -0.191, -0.163, -0.404, 0.187, -0.170, -0.081, -0.169, 0.107, 0.309, 0.284, -0.050, -0.073, -0.148, -0.034, -0.317, -0.178, -0.038, 0.133, 0.390],
  "total_charge": 0,
  "e_lumo_ev": 0.36,
  "relative_energy_kj_mol": 0.0,
  "homo_lumo_gap_ha": 0.409,
  "smiles": "ClCCl.ClCCl.ClCCl.ClCCl.ClCCl.ClCCl.ClCCl.ClCCl.ClCCl"
}



4.
{
  "formula": "H12O6",
  "method": "ωB97M-V/def2-TZVPD",
  "species": ["O", "H", "H", "O", "H", "H", "O", "H", "H", "O", "H", "H", "O", "H", "H", "O", "H", "H"],
  "xyz": [[18.7602, 1.8107, 23.9803], [18.8656, 2.7591, 24.0665], [18.4582, 1.4849, 24.8188], [16.6228, 6.2470, 23.8244], [16.6475, 6.3205, 22.8776], [16.3820, 5.3653, 23.9032], [19.0339, 8.0715, 22.8581], [18.5290, 8.5398, 23.4737], [18.4683, 7.3715, 22.5340], [20.2640, 5.2378, 21.3065], [19.6152, 5.0111, 20.6337], [20.2443, 6.2130, 21.5146], [19.2855, 1.9566, 21.1818], [19.9718, 2.5801, 21.1978], [19.2820, 1.7348, 22.1307], [18.7888, 4.5303, 23.5758], [19.4577, 4.8292, 22.9763], [18.1863, 5.1989, 23.8235]],
  "mulliken_charge": [-0.664, 0.380, 0.306, -0.699, 0.336, 0.321, -0.600, 0.314, 0.260, -0.695, 0.353, 0.314, -0.634, 0.274, 0.383, -0.626, 0.289, 0.386],
  "total_charge": 0,
  "e_lumo_ev": 0.00,
  "relative_energy_kj_mol": 144.4,
  "homo_lumo_gap_ha": 0.394,
  "smiles": "O.O.O.O.O.O"
}